{"formula": "C31H49BN8O4PY", "method": "ωB97M-V/def2-TZVPD", "homo_energy_ev": -8.021, "fmax_ev_per_a": 1.2, "mol_weight_da": 728.48, "relative_energy_kj_mol": 0.0, "homo_lumo_gap_ev": 8.4, "energy_ha": -2354.52291, "species": ["Y", "C", "C", "C", "C", "C", "N", "N", "B", "N", "N", "C", "C", "C", "C", "C", "N", "N", "C", "C", "C", "C", "C", "H", "H", "H", "H", "H", "H", "H", "H", "H", "H", "H", "H", "H", "H", "H", "H", "H", "H", "H", "H", "H", "H", "C", "N", "C", "C", "C", "N", "C", "C", "H", "H", "H", "H", "H", "H", "H", "H", "H", "H", "H", "H", "H", "H", "H", "H", "O", "C", "O", "C", "O", "O", "C", "P", "C", "C", "C", "C", "C", "C", "C", "H", "H", "H", "H", "H", "H", "H", "H", "H", "H", "H"], "positions_angstrom": [[-0.5985, -0.7464, 0.3616], [-4.0601, -1.7772, 1.6434], [-3.5525, -0.4692, 2.1601], [-4.1867, 0.4035, 3.0505], [-3.2921, 1.4377, 3.2506], [-3.4451, 2.6520, 4.1093], [-2.2021, 1.1892, 2.5023], [-2.3602, 0.0166, 1.8238], [-0.8358, 1.9142, 2.5709], [-0.4319, 2.5125, 1.2011], [-0.1339, 1.7299, 0.1190], [0.3770, 2.5528, -0.8033], [0.8865, 2.0895, -2.1286], [0.3878, 3.8659, -0.3286], [-0.1261, 3.7963, 0.9497], [-0.3236, 4.9055, 1.9324], [0.2610, 0.9280, 3.0400], [0.5371, -0.2389, 2.3868], [1.4792, -0.8655, 3.0928], [2.0367, -2.1944, 2.7025], [1.8188, -0.0991, 4.2101], [1.0261, 1.0303, 4.1394], [0.9992, 2.2065, 5.0616], [-5.1252, -1.7114, 1.4150], [-3.9193, -2.5543, 2.3962], [-3.5091, -2.1042, 0.7658], [-5.1620, 0.2919, 3.4968], [-4.4608, 2.6891, 4.4985], [-3.2590, 3.5652, 3.5431], [-2.7532, 2.6388, 4.9525], [-0.9208, 2.8013, 3.3663], [0.6826, 1.0350, -2.2836], [1.9669, 2.2310, -2.1840], [0.4327, 2.6613, -2.9402], [0.7350, 4.7449, -0.8487], [-0.0822, 5.8524, 1.4530], [0.3224, 4.7884, 2.8029], [-1.3528, 4.9497, 2.2884], [1.2842, -2.9787, 2.7924], [2.8647, -2.4496, 3.3606], [2.4080, -2.1959, 1.6777], [2.5497, -0.3390, 4.9652], [1.7253, 2.0505, 5.8569], [0.0172, 2.3463, 5.5137], [1.2597, 3.1263, 4.5368], [-3.6091, 0.6765, -0.9442], [-2.5904, -0.1446, -1.6163], [-1.9988, 0.6981, -2.6612], [-3.2896, -1.2758, -2.2588], [-2.3956, -2.3441, -2.8579], [-1.8508, -3.2774, -1.8851], [-2.8672, -4.1844, -1.3603], [-0.8098, -4.0772, -2.5267], [-4.3429, 1.0457, -1.6729], [-3.1351, 1.5304, -0.4596], [-4.1288, 0.0946, -0.1913], [-2.7658, 1.0028, -3.3855], [-1.2123, 0.1664, -3.1954], [-1.5784, 1.5921, -2.2097], [-3.9292, -0.8737, -3.0568], [-3.9515, -1.7202, -1.5163], [-1.5521, -1.8748, -3.3719], [-2.9770, -2.8758, -3.6312], [-3.2757, -4.8309, -2.1550], [-3.6950, -3.6421, -0.9067], [-2.4230, -4.8123, -0.5874], [-1.2055, -4.6175, -3.4023], [-0.4157, -4.8098, -1.8232], [0.0128, -3.4373, -2.8501], [1.6987, -4.1257, -0.2239], [0.8169, -3.3239, -0.0501], [0.7466, -2.1147, -0.5700], [-0.3938, -3.6605, 0.8865], [-0.5849, -4.7880, 1.2656], [-1.1332, -2.6126, 1.1677], [4.0225, -2.0343, -1.5134], [2.9632, -0.5374, -1.7151], [2.1993, -0.9776, -3.3365], [4.3029, 0.6225, -2.2511], [5.1688, 1.0728, -1.2479], [6.2190, 1.9307, -1.5338], [6.4206, 2.3742, -2.8364], [5.5636, 1.9510, -3.8398], [4.5136, 1.0831, -3.5486], [4.6202, -1.9493, -0.6045], [4.6879, -2.1365, -2.3702], [3.3869, -2.9163, -1.4090], [2.8867, -1.5610, -3.9516], [1.8885, -0.0933, -3.8940], [1.3154, -1.5852, -3.1257], [5.0144, 0.7397, -0.2254], [6.8768, 2.2618, -0.7403], [7.2428, 3.0404, -3.0655], [5.7116, 2.2917, -4.8576], [3.8669, 0.7610, -4.3564]], "lowdin_charge": [1.553, -0.030, -0.343, 0.025, -0.264, -0.016, 0.034, 0.003, -0.500, 0.025, 0.029, -0.338, -0.062, 0.021, -0.267, -0.014, 0.032, 0.013, -0.304, 0.003, 0.023, -0.263, -0.015, 0.088, 0.097, 0.034, 0.113, 0.082, 0.077, 0.080, 0.106, 0.017, 0.073, 0.093, 0.115, 0.082, 0.076, 0.078, 0.088, 0.087, 0.074, 0.112, 0.082, 0.078, 0.077, -0.092, -0.274, -0.096, -0.190, -0.201, -0.252, -0.080, -0.088, 0.098, 0.087, 0.064, 0.101, 0.078, 0.062, 0.125, 0.101, 0.108, 0.128, 0.093, 0.067, 0.086, 0.094, 0.092, 0.073, 0.089, -0.594, -0.270, -0.578, 0.097, -0.197, -0.266, 0.913, -0.289, -0.404, -0.118, -0.092, -0.100, -0.092, -0.103, 0.037, 0.043, 0.021, 0.048, 0.024, 0.006, 0.099, 0.100, 0.099, 0.100, 0.087]}